Record 1
{"formula": "C38H38N3O9P2Tl", "method": "the ωB97M-V functional and the def2-TZVPD basis", "relative_energy_ev": 0.2477, "species": ["Tl", "O", "C", "C", "C", "C", "C", "C", "C", "C", "C", "O", "C", "C", "C", "C", "C", "C", "C", "C", "C", "C", "C", "C", "N", "C", "C", "C", "C", "C", "C", "C", "C", "C", "C", "C", "C", "H", "H", "H", "H", "H", "H", "H", "H", "H", "H", "H", "H", "H", "H", "H", "H", "H", "H", "H", "H", "H", "H", "H", "H", "H", "H", "H", "C", "C", "O", "P", "O", "O", "O", "P", "O", "O", "O", "H", "H", "H", "H", "H", "H", "H", "N", "C", "C", "C", "N", "H", "H", "H", "H"], "coordinates": [[-0.36, -0.80, -0.45], [1.42, -1.05, 1.08], [1.60, -0.18, 2.23], [0.33, -0.15, 3.12], [-0.84, 0.68, 2.61], [-1.35, 1.61, 3.48], [-2.34, 2.48, 3.01], [-2.94, 2.21, 1.79], [-2.45, 1.13, 1.05], [-2.99, 0.81, -0.31], [-2.11, 1.48, -1.39], [-0.76, 1.00, -1.29], [-2.55, 1.07, -2.79], [-2.72, 2.02, -3.77], [-3.01, 1.68, -5.08], [-3.30, 0.34, -5.46], [-3.14, -0.58, -4.43], [-2.75, -0.21, -3.16], [-2.10, 3.02, -1.18], [-0.94, 3.66, -0.75], [-0.97, 4.97, -0.32], [-2.17, 5.70, -0.34], [-3.34, 5.08, -0.76], [-3.30, 3.75, -1.18], [-1.37, 0.46, 1.42], [2.73, -0.78, 3.10], [2.47, -1.73, 4.09], [3.54, -2.21, 4.85], [4.85, -1.84, 4.57], [5.10, -1.04, 3.50], [4.05, -0.49, 2.75], [1.97, 1.20, 1.72], [1.85, 2.36, 2.53], [2.32, 3.58, 2.08], [2.92, 3.69, 0.81], [3.03, 2.58, 0.02], [2.53, 1.37, 0.45], [0.61, 0.26, 4.09], [-0.01, -1.14, 3.30], [-0.93, 1.65, 4.46], [-2.66, 3.36, 3.57], [-3.76, 2.86, 1.51], [-4.06, 1.01, -0.36], [-2.92, -0.29, -0.58], [-2.44, 3.03, -3.63], [-3.04, 2.47, -5.80], [-3.65, 0.08, -6.41], [-3.37, -1.63, -4.62], [-2.60, -1.03, -2.49], [0.00, 3.14, -0.68], [0.00, 5.41, -0.04], [-2.08, 6.73, -0.12], [-4.31, 5.60, -0.68], [-4.22, 3.30, -1.41], [1.51, -2.13, 4.32], [3.32, -2.94, 5.61], [5.66, -2.21, 5.26], [6.12, -0.74, 3.28], [4.27, 0.19, 1.95], [1.54, 2.17, 3.52], [2.17, 4.48, 2.60], [3.39, 4.63, 0.43], [3.47, 2.68, -1.01], [2.66, 0.52, -0.17], [-0.33, -6.27, -0.20], [-0.87, -4.88, -0.35], [-2.39, -4.83, -0.31], [-0.57, -3.64, 0.97], [0.89, -3.47, 1.26], [-1.38, -4.31, 2.16], [-1.36, -2.39, 0.63], [-0.57, -4.11, -2.03], [1.05, -4.44, -2.30], [-1.41, -4.83, -2.97], [-0.51, -2.58, -1.92], [-0.82, -6.82, 0.63], [0.73, -6.20, -0.13], [-0.61, -6.88, -1.04], [-2.72, -5.05, -1.23], [1.31, -1.99, 1.31], [-2.32, -4.25, 1.95], [1.19, -5.14, -2.90], [2.20, -1.74, -2.53], [3.12, -1.40, -3.44], [3.10, -0.03, -3.53], [2.11, 0.35, -2.66], [1.54, -0.67, -2.02], [1.83, -2.65, -2.31], [3.69, -2.17, -3.95], [3.66, 0.69, -4.12], [1.83, 1.37, -2.42]]}


Record 2
{"formula": "C38H39BrCrF3N6Sb", "method": "the ωB97M-V functional and the def2-TZVPD basis", "multiplicity": 4, "charge": 3, "species": ["Cr", "C", "C", "N", "C", "C", "N", "C", "C", "N", "C", "C", "N", "C", "C", "C", "C", "C", "C", "C", "N", "H", "H", "H", "H", "H", "H", "H", "H", "H", "H", "H", "H", "H", "H", "H", "H", "H", "H", "H", "H", "H", "H", "H", "F", "C", "C", "C", "C", "C", "C", "Sb", "C", "C", "C", "C", "F", "C", "C", "C", "C", "C", "C", "F", "C", "C", "H", "H", "H", "H", "H", "H", "H", "H", "H", "H", "H", "H", "Br", "C", "C", "C", "C", "C", "N", "H", "H", "H", "H"], "coordinates": [[-1.49, 0.56, -2.11], [-0.20, -4.36, -2.16], [-0.47, -2.88, -2.06], [0.24, -2.14, -3.17], [1.46, -1.29, -2.82], [1.33, -0.41, -1.61], [0.50, 0.81, -1.79], [1.04, 1.77, -2.78], [0.16, 3.00, -2.76], [-1.27, 2.58, -2.86], [-2.16, 3.43, -2.00], [-2.05, 3.00, -0.55], [-2.07, 1.54, -0.52], [-2.52, 0.81, 0.45], [-3.14, 1.40, 1.66], [-2.35, -0.63, 0.25], [-2.79, -1.54, 1.16], [-2.58, -2.92, 0.90], [-1.88, -3.29, -0.18], [-1.31, -2.32, -1.12], [-1.68, -1.00, -0.94], [0.43, -4.60, -3.02], [-1.11, -4.95, -2.29], [0.33, -4.74, -1.29], [1.76, -0.78, -3.73], [2.22, -2.03, -2.58], [2.34, -0.10, -1.31], [0.90, -0.97, -0.78], [0.51, 1.24, -0.85], [1.01, 1.31, -3.77], [2.08, 2.02, -2.56], [0.41, 3.68, -3.57], [0.29, 3.55, -1.82], [-1.58, 2.70, -3.82], [-3.18, 3.31, -2.37], [-1.90, 4.49, -2.12], [-2.85, 3.44, 0.04], [-1.10, 3.33, -0.10], [-2.39, 1.97, 2.21], [-3.56, 0.66, 2.34], [-3.94, 2.09, 1.38], [-3.29, -1.23, 2.06], [-2.96, -3.66, 1.59], [-1.70, -4.34, -0.35], [-0.44, -4.82, 4.15], [-0.14, -3.62, 3.65], [0.56, -3.56, 2.46], [0.86, -2.31, 1.95], [0.51, -1.14, 2.62], [-0.19, -1.25, 3.82], [-0.53, -2.49, 4.34], [0.95, 0.77, 1.78], [3.07, 0.75, 1.71], [3.82, -0.37, 1.36], [5.21, -0.30, 1.27], [5.83, 0.90, 1.53], [7.15, 0.97, 1.46], [5.11, 2.04, 1.88], [3.73, 1.95, 1.97], [0.71, 2.00, 3.47], [1.31, 1.68, 4.69], [1.18, 2.52, 5.78], [0.46, 3.69, 5.63], [0.35, 4.51, 6.67], [-0.13, 4.05, 4.44], [0.00, 3.19, 3.36], [0.86, -4.47, 1.97], [1.41, -2.27, 1.01], [-0.47, -0.36, 4.38], [-1.06, -2.59, 5.28], [3.35, -1.33, 1.20], [5.81, -1.17, 1.03], [5.64, 2.96, 2.10], [3.18, 2.83, 2.27], [1.88, 0.76, 4.79], [1.64, 2.29, 6.73], [-0.67, 4.99, 4.37], [-0.44, 3.48, 2.41], [-3.86, 0.64, -3.55], [-2.63, -0.45, -4.48], [-2.91, -1.05, -5.69], [-1.97, -1.97, -6.15], [-0.88, -2.31, -5.36], [-0.72, -1.65, -4.16], [-1.53, -0.67, -3.76], [-3.82, -0.83, -6.23], [-2.13, -2.47, -7.10], [-0.20, -3.09, -5.67], [0.68, -2.92, -3.66]]}


Record 3
{"formula": "C38H39F2FeN7O", "method": "the ωB97M-V functional and the def2-TZVPD basis", "multiplicity": 5, "relative_energy_ev": 1.0898, "charge": -2, "species": ["Fe", "F", "C", "C", "C", "C", "C", "F", "C", "C", "C", "C", "C", "C", "N", "H", "H", "H", "H", "H", "H", "O", "C", "C", "C", "C", "C", "C", "C", "N", "C", "C", "N", "H", "H", "H", "H", "H", "H", "H", "C", "C", "C", "C", "C", "C", "N", "H", "H", "H", "H", "H", "H", "H", "H", "N", "C", "N", "C", "C", "C", "C", "C", "H", "H", "H", "H", "H", "H", "H", "H", "H", "H", "C", "C", "C", "C", "C", "C", "N", "H", "H", "H", "H", "H", "H", "H", "H"], "coordinates": [[-0.56, -0.49, -0.11], [-2.86, -4.04, -3.55], [-1.74, -3.41, -3.16], [-1.78, -2.53, -2.12], [-0.61, -1.86, -1.71], [0.58, -2.13, -2.42], [0.55, -3.05, -3.45], [1.67, -3.37, -4.15], [-0.58, -3.72, -3.85], [1.77, -1.32, -2.07], [3.01, -1.41, -2.71], [4.05, -0.60, -2.31], [3.86, 0.29, -1.27], [2.61, 0.31, -0.69], [1.60, -0.45, -1.08], [-2.72, -2.36, -1.60], [-0.56, -4.43, -4.66], [3.16, -2.12, -3.52], [5.02, -0.67, -2.80], [4.65, 0.93, -0.90], [2.40, 0.96, 0.16], [-2.53, -0.39, 0.52], [-3.53, -0.86, 1.17], [-4.66, -0.06, 1.54], [-5.73, -0.57, 2.24], [-5.77, -1.92, 2.61], [-4.70, -2.72, 2.25], [-3.60, -2.23, 1.53], [-2.49, -3.11, 1.14], [-1.30, -2.72, 0.74], [-0.57, -3.86, 0.48], [-1.33, -4.97, 0.71], [-2.56, -4.49, 1.13], [-4.64, 0.98, 1.25], [-6.56, 0.09, 2.50], [-6.60, -2.33, 3.18], [-4.72, -3.75, 2.57], [0.46, -3.80, 0.14], [-1.13, -6.02, 0.61], [-3.37, -5.03, 1.32], [-0.04, 1.01, -3.93], [-0.84, 1.95, -3.08], [-1.43, 3.12, -3.54], [-2.09, 3.69, -2.41], [-1.84, 2.83, -1.35], [-2.38, 3.02, 0.05], [-1.07, 1.76, -1.74], [0.17, 1.48, -4.90], [-0.56, 0.06, -4.12], [0.92, 0.77, -3.47], [-1.41, 3.49, -4.56], [-2.70, 4.59, -2.38], [-3.32, 3.59, 0.00], [-1.71, 3.58, 0.71], [-2.57, 2.06, 0.52], [0.04, 1.29, 0.84], [0.66, 2.24, 1.02], [1.42, 3.29, 1.20], [1.50, 4.28, 0.11], [2.89, 4.24, -0.52], [4.01, 4.33, 0.54], [3.47, 4.35, 1.97], [2.51, 3.20, 2.20], [1.27, 5.27, 0.49], [0.73, 4.03, -0.62], [2.96, 5.06, -1.25], [2.97, 3.32, -1.09], [4.64, 5.21, 0.37], [4.67, 3.46, 0.44], [2.96, 5.30, 2.17], [4.29, 4.28, 2.69], [2.08, 3.22, 3.20], [3.03, 2.25, 2.09], [2.51, -2.68, 0.78], [1.87, -1.93, 1.91], [2.33, -1.87, 3.22], [1.35, -1.16, 3.96], [0.35, -0.83, 3.05], [-1.01, -0.28, 3.40], [0.68, -1.26, 1.79], [3.00, -3.57, 1.16], [3.27, -2.11, 0.23], [1.75, -3.00, 0.06], [3.24, -2.33, 3.60], [1.32, -0.97, 5.03], [-0.97, 0.26, 4.35], [-1.74, -1.09, 3.51], [-1.41, 0.39, 2.64]]}


Record 4
{"formula": "C38H39F5N4O6P2S3", "method": "the ωB97M-V functional and the def2-TZVPD basis", "smiles": "C#Cc1c(CCCSC(=S)N(c2ccccc2)c2ccccc2)c(PP(=O)(O)O)c(CC=O)c2nc(CCCC(F)(F)C(F)(F)F)c(N=C=S)nc12.COCCOC", "species": ["C", "C", "C", "C", "C", "C", "C", "S", "C", "S", "N", "C", "C", "C", "C", "C", "C", "C", "C", "C", "C", "C", "C", "C", "P", "P", "O", "O", "O", "C", "C", "C", "O", "C", "N", "C", "C", "C", "C", "C", "F", "F", "C", "F", "F", "F", "C", "N", "C", "S", "N", "C", "H", "H", "H", "H", "H", "H", "H", "H", "H", "H", "H", "H", "H", "H", "H", "H", "H", "H", "H", "H", "H", "H", "H", "H", "H", "H", "H", "H", "H", "C", "O", "C", "C", "O", "C", "H", "H", "H", "H", "H", "H", "H", "H", "H", "H"], "coordinates": [[1.13, -0.87, 4.68], [1.54, -1.18, 3.35], [2.41, -1.81, 2.07], [1.70, -2.95, 1.11], [0.13, -3.36, 1.47], [-0.84, -2.16, 0.84], [-2.41, -2.65, 1.17], [-3.46, -1.21, 1.86], [-4.65, -0.86, 0.40], [-3.91, -0.39, -1.06], [-6.12, -1.06, 0.66], [-6.92, 0.22, 0.58], [-6.36, 1.73, 0.26], [-7.43, 3.00, 0.18], [-9.07, 2.82, 0.45], [-9.63, 1.32, 0.82], [-8.56, 0.08, 0.86], [-6.76, -2.04, -0.30], [-7.05, -1.67, -1.90], [-7.75, -2.72, -2.96], [-8.21, -4.20, -2.31], [-7.97, -4.59, -0.72], [-7.23, -3.52, 0.29], [2.56, -3.62, -0.13], [1.69, -4.94, -1.19], [1.61, -6.89, -0.22], [2.07, -6.88, 1.31], [2.64, -7.98, -1.16], [-0.06, -7.45, -0.34], [4.12, -3.07, -0.35], [4.99, -3.78, -1.59], [5.16, -5.42, -1.39], [5.26, -6.23, -2.47], [4.79, -1.89, 0.60], [6.20, -1.47, 0.28], [6.71, -0.38, 1.17], [8.24, 0.23, 0.94], [8.84, -0.07, -0.56], [9.68, 1.30, -1.01], [11.10, 0.98, -1.76], [10.97, 0.50, -3.16], [11.96, 0.00, -1.04], [11.99, 2.39, -1.81], [12.76, 2.51, -0.55], [13.00, 2.30, -2.91], [11.08, 3.58, -1.99], [5.81, 0.23, 2.39], [6.48, 1.33, 3.25], [6.07, 2.55, 2.79], [5.94, 4.18, 2.26], [4.42, -0.17, 2.79], [3.96, -1.23, 1.83], [0.64, -0.49, 5.69], [-0.08, -3.35, 2.63], [-0.21, -4.38, 0.99], [-0.63, -1.11, 1.33], [-0.64, -2.04, -0.31], [-2.41, -3.59, 1.90], [-2.87, -3.05, 0.15], [-5.22, 1.91, 0.10], [-7.08, 4.10, -0.08], [-9.83, 3.71, 0.39], [-10.78, 1.17, 1.05], [-8.99, -0.99, 1.11], [-6.68, -0.59, -2.22], [-7.93, -2.47, -4.09], [-8.72, -4.97, -3.03], [-8.32, -5.65, -0.36], [-7.09, -3.84, 1.42], [2.53, -5.14, -2.38], [3.14, -8.60, -0.55], [-0.70, -6.66, -0.28], [6.10, -3.35, -1.63], [4.49, -3.56, -2.65], [5.16, -5.94, -0.33], [8.11, 1.42, 1.01], [8.98, -0.06, 1.82], [7.95, -0.25, -1.30], [9.60, -0.97, -0.49], [9.03, 2.02, -1.68], [9.96, 1.91, -0.02], [-4.48, 9.62, -0.25], [-3.48, 8.76, -0.77], [-3.07, 7.77, 0.18], [-3.70, 6.41, -0.13], [-5.12, 6.43, 0.09], [-5.85, 6.53, -1.13], [-4.88, 10.22, -1.07], [-5.30, 9.07, 0.21], [-4.03, 10.30, 0.48], [-3.30, 8.09, 1.20], [-1.98, 7.68, 0.09], [-3.29, 5.66, 0.56], [-3.47, 6.09, -1.15], [-5.80, 5.57, -1.66], [-5.47, 7.32, -1.77], [-6.89, 6.75, -0.89]]}


Record 5
{"formula": "C38H39I2N7O3SSn", "method": "the ωB97M-V functional and the def2-TZVPD basis", "charge": -2, "species": ["Sn", "C", "C", "C", "N", "C", "C", "C", "C", "C", "C", "C", "N", "C", "C", "C", "N", "C", "C", "C", "C", "C", "C", "C", "N", "C", "C", "H", "H", "H", "H", "H", "H", "H", "H", "H", "H", "H", "H", "H", "H", "H", "H", "H", "H", "H", "H", "H", "H", "H", "H", "H", "H", "I", "C", "C", "C", "I", "C", "C", "C", "C", "N", "C", "C", "O", "H", "H", "H", "H", "N", "C", "C", "O", "O", "H", "H", "H", "H", "S", "C", "N", "C", "C", "C", "C", "H", "H", "H", "H", "H"], "coordinates": [[0.44, -0.24, 0.26], [1.01, 3.94, -1.13], [2.15, 3.28, -1.92], [2.33, 1.77, -1.66], [2.14, 1.43, -0.26], [3.01, 1.75, 0.64], [4.35, 2.17, 0.36], [5.28, 2.81, 1.16], [5.14, 3.38, 2.42], [4.01, 3.26, 3.23], [2.92, 2.42, 3.10], [2.55, 1.51, 2.05], [1.71, 0.53, 2.20], [1.41, 0.06, 3.54], [0.04, 0.51, 4.06], [-1.09, -0.15, 3.27], [-1.24, 0.45, 1.96], [-2.05, 1.45, 1.79], [-2.74, 2.12, 2.86], [-3.90, 2.88, 2.86], [-4.77, 3.17, 1.82], [-4.55, 2.85, 0.47], [-3.42, 2.38, -0.15], [-2.14, 1.96, 0.38], [-1.04, 1.86, -0.30], [-0.96, 2.35, -1.66], [-0.39, 3.77, -1.73], [0.99, 3.52, -0.12], [1.22, 5.01, -1.04], [1.98, 3.42, -3.00], [3.08, 3.79, -1.67], [1.59, 1.20, -2.22], [3.31, 1.45, -2.04], [4.69, 1.90, -0.63], [6.26, 2.93, 0.70], [5.96, 3.98, 2.80], [4.01, 3.87, 4.13], [2.19, 2.48, 3.90], [1.41, -1.04, 3.50], [2.20, 0.36, 4.25], [-0.04, 0.25, 5.12], [-0.04, 1.59, 3.97], [-0.82, -1.20, 3.12], [-2.03, -0.14, 3.83], [-2.28, 1.99, 3.84], [-4.19, 3.25, 3.83], [-5.70, 3.67, 2.07], [-5.38, 3.05, -0.20], [-3.50, 2.26, -1.22], [-0.33, 1.65, -2.22], [-1.92, 2.36, -2.18], [-0.38, 4.08, -2.78], [-1.08, 4.43, -1.20], [-4.74, -2.34, -1.94], [-3.53, -3.33, -0.54], [-3.98, -4.52, 0.03], [-3.22, -5.17, 0.96], [-3.99, -6.96, 1.77], [-1.95, -4.67, 1.36], [-1.08, -5.29, 2.29], [0.13, -4.74, 2.58], [0.50, -3.53, 1.96], [-0.29, -2.92, 1.11], [-1.50, -3.45, 0.78], [-2.29, -2.70, -0.22], [-1.88, -1.64, -0.73], [-4.94, -4.93, -0.27], [-1.39, -6.22, 2.75], [0.81, -5.22, 3.28], [1.47, -3.07, 2.13], [1.92, -2.09, -2.23], [3.14, -2.72, -1.73], [3.44, -2.39, -0.26], [4.55, -2.77, 0.15], [2.53, -1.81, 0.42], [1.16, -2.23, -1.57], [1.62, -2.48, -3.11], [3.99, -2.37, -2.31], [3.13, -3.82, -1.79], [-1.57, -0.90, -3.99], [-1.63, 0.11, -5.29], [-2.71, 0.07, -6.17], [-2.86, 0.86, -7.26], [-1.92, 1.78, -7.58], [-0.78, 1.89, -6.73], [-0.64, 1.10, -5.64], [-3.42, -0.60, -5.91], [-3.76, 0.71, -7.84], [-2.04, 2.41, -8.45], [-0.02, 2.63, -6.96], [0.21, 1.18, -4.98]]}


The records above give, respectively, total energy values of -3167.66481; -5957.38615; -3393.41855; -4516.98887; -3288.36143 a.u..